Density functional theory data (ωB97M-V with the def2-TZVPD basis set) for C40H56KNO5S5Si as an isolated structure.

Computed properties:
HOMO-LUMO gap = 4.384 eV
E = -132504.1437 eV

The geometry in ORCA input format:
```
! wB97M-V def2-TZVPD RIJCOSX def2/J DEFGRID3
* xyz -2 1
K 1.566 -0.491 -0.612
C -2.585 0.981 3.623
C -1.363 0.898 2.708
C -1.222 2.188 1.899
C -0.107 0.662 3.538
O -1.483 -0.141 1.747
Si -2.049 -1.694 1.892
S -1.422 -2.810 0.310
O -3.697 -1.636 2.185
C -4.792 -1.396 1.314
C -5.088 -2.660 0.512
C -4.515 -0.225 0.378
C -5.976 -1.062 2.220
O -1.515 -2.145 3.400
C -1.704 -3.326 4.160
C -2.413 -2.913 5.449
C -0.316 -3.882 4.463
C -2.535 -4.379 3.427
H -2.465 1.815 4.320
H -2.701 0.057 4.191
H -3.494 1.139 3.040
H -1.116 3.055 2.559
H -2.102 2.328 1.267
H -0.346 2.113 1.251
H 0.036 1.488 4.245
H 0.763 0.614 2.885
H -0.189 -0.274 4.089
H -4.209 -2.944 -0.068
H -5.936 -2.502 -0.161
H -5.323 -3.482 1.193
H -3.680 -0.427 -0.290
H -4.278 0.671 0.954
H -5.398 -0.022 -0.236
H -6.151 -1.884 2.917
H -6.882 -0.898 1.630
H -5.762 -0.161 2.798
H -1.823 -2.156 5.971
H -2.555 -3.771 6.111
H -3.389 -2.486 5.205
H 0.283 -3.124 4.972
H 0.183 -4.140 3.528
H -0.377 -4.772 5.096
H -3.532 -3.994 3.212
H -2.624 -5.274 4.051
H -2.063 -4.645 2.480
S 3.280 -0.669 -3.326
C 4.471 -1.855 -2.787
C 4.880 -2.845 -3.695
C 5.829 -3.807 -3.389
C 6.409 -3.806 -2.125
C 6.018 -2.844 -1.207
C 5.060 -1.859 -1.490
S 4.671 -0.708 -0.206
H 4.416 -2.835 -4.675
H 6.107 -4.552 -4.128
H 7.153 -4.548 -1.853
H 6.458 -2.834 -0.215
O 2.185 1.513 0.992
S 3.608 1.790 1.362
C 4.168 3.136 0.255
C 4.206 2.826 -1.238
C 2.886 2.481 -1.930
C 1.704 3.366 -1.586
S 0.108 2.747 -2.200
O -0.009 1.329 -1.751
C 0.514 2.682 -3.940
C 0.314 3.810 -4.726
C 0.645 3.761 -6.071
C 1.164 2.590 -6.615
C 1.348 1.468 -5.821
C 1.015 1.507 -4.472
C 3.486 2.909 2.778
C 4.626 3.246 3.495
C 4.522 4.106 4.579
C 3.280 4.607 4.952
C 2.143 4.244 4.242
C 2.243 3.391 3.151
H 5.177 3.371 0.603
H 3.525 3.991 0.480
H 4.879 1.984 -1.417
H 4.643 3.716 -1.707
H 2.679 1.431 -1.743
H 3.074 2.511 -3.005
H 1.794 4.381 -1.990
H 1.533 3.428 -0.508
H -0.102 4.712 -4.290
H 0.493 4.632 -6.697
H 1.424 2.557 -7.666
H 1.772 0.556 -6.220
H 1.173 0.635 -3.846
H 5.585 2.828 3.210
H 5.407 4.376 5.142
H 3.199 5.270 5.805
H 1.172 4.618 4.544
H 1.371 3.073 2.591
N -2.100 -0.819 -2.344
C -2.600 -1.380 -3.485
C -3.344 -2.571 -3.426
C -3.909 -3.107 -4.568
C -3.758 -2.488 -5.806
C -3.012 -1.318 -5.873
C -2.441 -0.768 -4.738
H -1.360 -0.137 -2.413
H -2.002 -1.426 -1.530
H -3.446 -3.066 -2.466
H -4.473 -4.031 -4.492
H -4.198 -2.917 -6.698
H -2.864 -0.825 -6.828
H -1.852 0.141 -4.809
*
```



Density functional theory data (ωB97M-V with the def2-TZVPD basis set) for a 10-piece molecular cluster, C40H57N3O14 overall in a non-equilibrium geometry.

Computed properties:
HOMO-LUMO gap = 8.204 eV
Structure (SMILES) = c1cc[nH]c1.c1cc[nH]c1.c1cc[nH]c1.O=C1CCCO1.O=C1CCCO1.O=C1CCCO1.O=C1CCCO1.O=C1CCCO1.O=C1CCCO1.O=C1CCCO1
E = -75536.6124 eV

The geometry in ORCA input format:
```
! wB97M-V def2-TZVPD RIJCOSX def2/J DEFGRID3
* xyz 0 1
O -19.903 31.590 -6.768
C -20.960 32.153 -6.461
O -21.051 33.441 -6.205
C -22.312 33.768 -5.701
C -23.227 32.656 -6.127
C -22.294 31.451 -6.369
H -22.611 34.700 -6.180
H -22.296 33.913 -4.620
H -23.859 32.922 -6.974
H -23.962 32.352 -5.382
H -22.584 30.953 -7.294
H -22.320 30.744 -5.540
O -19.315 23.419 -3.503
C -19.315 23.525 -4.725
O -20.315 24.182 -5.329
C -20.195 24.319 -6.679
C -19.358 23.012 -6.904
C -18.385 22.973 -5.772
H -19.645 25.177 -7.064
H -21.168 24.183 -7.153
H -18.891 23.087 -7.886
H -19.986 22.132 -7.046
H -17.585 23.694 -5.941
H -18.011 22.006 -5.436
O -4.262 23.629 -1.282
C -5.317 24.244 -1.323
O -5.333 25.580 -1.213
C -6.593 26.098 -1.442
C -7.550 24.880 -1.319
C -6.707 23.658 -1.600
H -6.591 26.547 -2.436
H -6.855 26.910 -0.764
H -8.328 24.949 -2.079
H -7.960 24.706 -0.324
H -6.660 23.313 -2.633
H -6.848 22.745 -1.021
O -7.464 25.843 -7.796
C -8.499 25.758 -8.449
O -9.724 25.814 -7.860
C -10.772 25.754 -8.862
C -10.108 26.168 -10.169
C -8.632 25.697 -9.983
H -11.576 26.483 -8.758
H -11.161 24.744 -8.994
H -10.139 27.234 -10.395
H -10.566 25.684 -11.031
H -7.924 26.359 -10.481
H -8.364 24.673 -10.244
O -15.850 37.072 0.702
C -16.362 37.221 1.799
O -15.667 37.107 2.952
C -16.512 37.002 4.128
C -17.945 36.893 3.537
C -17.783 37.521 2.114
H -16.305 37.973 4.578
H -16.183 36.226 4.820
H -18.728 37.333 4.155
H -18.204 35.834 3.505
H -18.058 38.558 1.919
H -18.394 36.932 1.429
O -16.776 31.026 -1.126
C -15.954 30.449 -1.883
O -14.963 31.115 -2.548
C -14.145 30.292 -3.312
C -14.515 28.847 -2.862
C -15.932 29.014 -2.298
H -13.112 30.494 -3.030
H -14.216 30.517 -4.376
H -13.758 28.589 -2.122
H -14.553 28.228 -3.758
H -16.047 28.410 -1.397
H -16.722 28.729 -2.992
O -7.434 31.798 -11.140
C -7.287 32.012 -9.951
O -8.237 31.981 -9.096
C -7.845 32.254 -7.759
C -6.403 32.778 -7.782
C -5.973 32.280 -9.207
H -7.873 31.401 -7.082
H -8.523 32.977 -7.305
H -5.865 32.309 -6.958
H -6.414 33.868 -7.748
H -5.493 31.308 -9.091
H -5.385 32.987 -9.792
N -13.376 26.508 5.804
C -12.748 27.327 6.678
C -12.195 28.401 5.978
C -12.522 28.236 4.641
C -13.176 27.018 4.547
H -13.806 25.616 6.004
H -12.672 27.050 7.719
H -11.652 29.253 6.358
H -12.279 28.799 3.752
H -13.453 26.408 3.700
N -23.500 30.998 1.200
C -24.433 31.844 1.745
C -25.618 31.280 1.591
C -25.437 29.977 1.026
C -24.108 29.951 0.600
H -22.496 31.097 1.250
H -24.138 32.801 2.148
H -26.599 31.621 1.887
H -26.229 29.282 0.791
H -23.543 29.258 -0.004
N -12.491 36.875 -6.133
C -11.283 37.478 -6.428
C -10.958 37.308 -7.715
C -12.044 36.638 -8.289
C -12.924 36.319 -7.262
H -12.922 36.734 -5.231
H -10.767 38.018 -5.648
H -10.091 37.663 -8.251
H -12.116 36.247 -9.293
H -13.810 35.702 -7.266
*
```



Density functional theory data (ωB97M-V with the def2-TZVPD basis set) for C40H58AsFeI2N6O8Si3 as an isolated structure in a non-equilibrium geometry.

Computed properties:
HOMO-LUMO gap (spin up / spin down) = 4.858 / 4.925 eV
Expectation value of S² = 6.015
E = -202792.0819 eV

The geometry in ORCA input format:
```
! wB97M-V def2-TZVPD RIJCOSX def2/J DEFGRID3
* xyz 1 5
Fe -1.090 1.843 0.060
C -6.119 2.735 4.601
C -4.933 2.944 3.693
C -3.723 3.407 4.157
C -2.561 3.554 3.366
C -1.335 4.115 3.830
N -0.485 3.678 4.804
C -0.019 2.346 5.005
C 1.415 2.155 5.353
C 2.340 3.007 4.481
N 2.234 2.721 3.053
C 3.091 3.195 2.175
C 2.989 3.065 0.773
C 4.132 3.519 0.100
C 4.058 3.996 -1.239
C 5.122 4.761 -1.941
C 2.846 3.844 -1.885
C 1.728 3.099 -1.329
C 0.725 2.678 -2.211
N -0.348 1.951 -1.838
C -1.115 1.420 -2.971
C -2.531 1.904 -3.144
C -3.403 1.531 -1.953
N -2.981 2.259 -0.747
C -4.008 2.393 0.099
C -3.957 2.867 1.422
C -5.031 2.758 2.307
C -2.697 3.365 1.947
O -1.707 3.605 1.141
C 1.698 2.905 0.111
O 0.676 2.599 0.841
H -5.894 2.943 5.664
H -6.939 3.365 4.264
H -6.500 1.703 4.500
H -3.616 3.642 5.180
H -0.869 4.898 3.194
H -0.189 4.338 5.477
H -0.608 1.799 5.783
H -0.271 1.783 4.085
H 1.681 2.348 6.430
H 1.747 1.057 5.242
H 2.219 4.068 4.616
H 3.401 2.832 4.772
H 1.322 2.500 2.649
H 4.008 3.663 2.566
H 5.066 3.597 0.661
H 5.879 4.088 -2.361
H 4.661 5.365 -2.749
H 5.795 5.474 -1.363
H 2.681 4.211 -2.910
H 0.867 2.767 -3.269
H -0.546 1.727 -3.888
H -1.081 0.320 -2.961
H -2.527 2.982 -3.224
H -2.989 1.431 -4.016
H -4.447 1.786 -2.206
H -3.445 0.454 -1.746
H -5.018 2.263 -0.334
H -6.048 2.506 1.872
I 0.168 7.359 -2.092
I -2.003 7.648 -3.421
C -0.111 -4.617 -1.111
Si 1.708 -4.049 -1.005
C 2.621 -5.655 -0.699
C 2.057 -3.093 0.577
As 2.101 -3.005 -3.162
Si 0.762 -4.144 -4.802
C 0.615 -5.943 -4.754
C 1.490 -3.477 -6.414
C -1.013 -3.562 -4.602
Si 4.288 -3.851 -3.701
C 4.414 -5.226 -4.954
C 5.283 -4.464 -2.244
C 5.091 -2.390 -4.609
H -0.181 -5.314 -0.274
H -0.406 -4.994 -2.115
H -0.702 -3.714 -0.933
H 3.591 -5.474 -0.279
H 2.641 -6.294 -1.593
H 1.947 -6.186 0.038
H 1.222 -2.851 1.231
H 2.509 -2.133 0.296
H 2.859 -3.638 1.125
H 1.058 -6.387 -5.649
H -0.432 -6.118 -4.884
H 1.109 -6.300 -3.857
H 2.544 -3.332 -6.373
H 0.951 -2.483 -6.628
H 1.235 -4.100 -7.280
H -1.466 -4.243 -3.819
H -1.643 -3.679 -5.500
H -1.155 -2.534 -4.342
H 5.373 -5.776 -4.830
H 4.341 -4.857 -5.990
H 3.664 -6.021 -4.828
H 5.173 -3.993 -1.288
H 6.308 -4.271 -2.586
H 5.188 -5.535 -2.168
H 4.528 -2.007 -5.483
H 6.057 -2.630 -5.069
H 5.228 -1.570 -3.905
O 0.168 -0.513 2.667
C -0.924 -0.298 2.169
O -1.065 0.104 0.939
C -2.262 -0.578 2.883
C -3.508 -0.600 2.234
C -4.690 -0.928 2.908
C -4.741 -1.291 4.230
C -3.469 -1.251 4.831
C -2.256 -0.876 4.219
N -3.478 -1.640 6.203
O -2.426 -1.987 6.700
O -4.583 -1.644 6.815
N -5.939 -0.555 2.261
O -5.898 -0.410 1.013
O -6.819 -0.169 3.021
H -3.593 -0.236 1.178
H -5.547 -1.570 4.907
H -1.334 -0.783 4.807
*
```



Density functional theory data (ωB97M-V with the def2-TZVPD basis set) for C40H58BBrCl3GeN6OS3SiTi as an isolated structure.

Computed properties:
HOMO-LUMO gap (spin up / spin down) = 7.106 / 4.596 eV
Expectation value of S² = 0.771
E = -281705.1355 eV

The geometry in ORCA input format:
```
! wB97M-V def2-TZVPD RIJCOSX def2/J DEFGRID3
* xyz 2 2
Ti 2.282 0.344 0.520
C 5.573 2.654 -0.727
C 4.859 1.445 -1.219
C 4.929 0.865 -2.503
C 4.231 -0.312 -2.443
C 3.966 -1.345 -3.478
N 3.776 -0.458 -1.162
N 4.142 0.652 -0.434
B 3.768 -1.846 -0.390
N 4.292 -1.524 1.045
N 3.674 -0.536 1.775
C 4.042 -0.692 3.055
C 3.600 0.180 4.181
C 4.900 -1.786 3.145
C 5.018 -2.297 1.865
C 5.755 -3.501 1.384
N 2.324 -2.367 -0.152
N 1.637 -1.664 0.804
C 0.755 -2.500 1.366
C -0.114 -2.190 2.539
C 0.854 -3.741 0.728
C 1.851 -3.627 -0.218
C 2.358 -4.630 -1.199
H 6.643 2.497 -0.870
H 5.396 2.820 0.333
H 5.296 3.545 -1.290
H 5.437 1.270 -3.365
H 4.173 -0.942 -4.467
H 2.927 -1.675 -3.438
H 4.604 -2.220 -3.329
H 4.437 -2.654 -0.957
H 2.621 0.616 4.008
H 4.322 0.984 4.349
H 3.560 -0.408 5.095
H 5.379 -2.154 4.038
H 6.373 -3.897 2.186
H 6.394 -3.265 0.534
H 5.058 -4.282 1.076
H -0.588 -3.111 2.874
H 0.477 -1.784 3.359
H -0.894 -1.471 2.294
H 0.268 -4.619 0.949
H 1.912 -5.601 -0.998
H 3.442 -4.730 -1.156
H 2.091 -4.336 -2.215
Cl 0.744 -0.178 -1.453
Ge -0.732 1.459 -0.649
Cl -1.348 2.161 -2.642
Cl 0.785 0.804 2.152
O 1.823 2.046 -0.175
C 2.048 3.430 -0.245
C 2.944 3.938 0.867
C 3.461 5.201 1.065
C 4.219 5.299 2.256
C 4.243 4.126 2.953
S 3.307 2.913 2.194
C 2.493 3.774 -1.654
C 2.234 3.007 -2.748
C 2.675 3.606 -3.964
C 3.247 4.820 -3.762
S 3.267 5.246 -2.108
C 0.764 4.164 0.116
C 0.069 4.094 1.374
C -1.052 4.887 1.398
C -1.212 5.579 0.195
S 0.012 5.253 -0.959
H 3.313 6.032 0.389
H 4.729 6.196 2.578
H 4.741 3.918 3.888
H 1.749 2.043 -2.698
H 2.565 3.150 -4.937
H 3.669 5.492 -4.493
H 0.413 3.484 2.196
H -1.727 4.976 2.236
H -2.007 6.269 -0.057
C -4.361 1.183 1.248
C -5.119 -0.154 1.206
C -4.815 -0.859 2.538
C -6.634 0.126 1.148
Si -4.610 -1.245 -0.280
Br -2.295 -1.054 -0.333
C -5.152 -0.574 -1.982
C -5.100 0.961 -2.010
C -4.241 -1.057 -3.124
C -6.599 -1.027 -2.257
C -4.859 -3.122 -0.032
C -6.321 -3.392 0.370
C -4.544 -3.890 -1.325
C -3.936 -3.704 1.055
H -4.710 1.752 2.117
H -4.524 1.800 0.366
H -3.286 1.027 1.366
H -5.070 -0.182 3.360
H -3.756 -1.114 2.635
H -5.405 -1.764 2.676
H -6.928 0.687 2.041
H -7.225 -0.791 1.133
H -6.919 0.723 0.282
H -4.093 1.336 -1.808
H -5.795 1.424 -1.312
H -5.376 1.304 -3.013
H -3.241 -0.628 -3.048
H -4.669 -0.722 -4.075
H -4.142 -2.138 -3.178
H -7.288 -0.752 -1.455
H -6.672 -2.103 -2.411
H -6.960 -0.545 -3.172
H -7.036 -3.024 -0.367
H -6.575 -2.953 1.335
H -6.474 -4.473 0.458
H -5.220 -3.640 -2.140
H -4.658 -4.961 -1.129
H -3.517 -3.724 -1.659
H -4.122 -3.294 2.044
H -2.881 -3.556 0.814
H -4.112 -4.783 1.114
*
```